(1)
Formula: C14H24F5IrN4O3P2S
Source: the OMol25 dataset
Level of theory: wB97M-V/def2-TZVPD

Cartesian coordinates (Å):
1 P 0.3301 0.4910 1.3613
2 C -4.5886 2.5903 -3.3453
3 C 1.0167 -3.4505 -1.8094
4 H 4.4066 -0.9544 -2.7725
5 N -0.0155 -0.2416 2.7367
6 H 5.1194 -2.1840 -0.7228
7 C -5.9223 2.7078 -3.0260
8 H 0.7532 3.5898 2.7893
9 C 1.0553 2.8552 0.3279
10 H 1.0675 2.2882 -0.6037
11 Ir -1.0999 0.0244 -1.7246
12 O 1.0696 -0.3925 -1.7735
13 N 0.9494 1.9594 1.4881
14 H 3.1838 0.3381 -2.5592
15 H 1.7142 -2.8996 1.5084
16 F -7.7199 1.9155 -1.7710
17 C -1.3956 -0.2467 3.2664
18 H 4.7851 0.4090 -1.7294
19 H -2.1065 -0.0223 2.4754
20 H 4.9833 -0.8773 0.4522
21 H 1.9874 3.4144 0.3959
22 C 1.0118 -0.6713 3.7011
23 H 3.9241 -2.3013 0.6170
24 H 0.6902 -4.1445 0.7863
25 H 0.8828 -1.7320 3.9143
26 F -6.6785 3.6141 -3.5850
27 H 0.5501 -4.3833 -1.5039
28 C 1.2251 2.6086 2.7881
29 N 1.3497 -2.6966 -0.5719
30 C -5.6752 0.8418 -1.4473
31 H -1.4955 0.4857 4.0674
32 O -0.7663 0.4021 0.3171
33 H 0.8069 2.0282 3.6051
34 H 2.0133 -0.4990 3.3111
35 F -6.2296 0.0358 -0.5790
36 P 1.7145 -1.1443 -0.6546
37 H 1.9080 -3.6800 -2.3928
38 H 0.2182 3.5529 0.3169
39 C -6.4695 1.8328 -2.0810
40 O 1.5925 -0.4851 0.7494
41 S -2.1303 1.5231 -3.2033
42 C 4.4108 -1.6394 -0.0921
43 C 1.5736 -3.5278 0.6318
44 H 0.3142 -2.8886 -2.4211
45 C -4.3574 0.7557 -1.7767
46 N 3.4521 -0.9591 -0.9337
47 C -3.7545 1.6099 -2.7265
48 H 0.9037 -0.1108 4.6297
49 F -3.5995 -0.2088 -1.2120
50 F -4.0527 3.3943 -4.2261
51 C 3.9655 -0.2317 -2.0718
52 H -1.6063 -1.2408 3.6572
53 H 2.4364 -4.1787 0.4897
54 H 2.2982 2.7240 2.9323

- <S²> = 8.782
- total charge = +3
- HOMO (alpha / beta) (eV) = -17.460 / -18.011
- HOMO-LUMO gap (alpha / beta) (eV) = 8.553 / 5.580
- electronic energy (eV) = -72821.285
- ΔE to the lowest compared entry with this formula, charge and spin (kcal/mol) = 0.0
- 2S+1 = 6

=====

(2)
Formula: C9H13P
Source: the OMol25 dataset
Level of theory: wB97M-V/def2-TZVPD

Cartesian coordinates (Å):
1 C 1.8908 1.5935 0.1004
2 H -3.9254 0.4668 0.6434
3 H 1.8531 -2.1229 0.4237
4 H -0.6050 2.7085 -0.8282
5 C -3.2740 -0.1392 -0.1115
6 C 0.7542 0.9743 0.2830
7 H -3.5286 -1.1483 -0.0617
8 H -0.8827 -1.1823 -1.2361
9 H 1.6789 -1.3362 -1.3397
10 H 1.9975 2.6184 0.1829
11 C 3.1441 0.9268 0.0682
12 C 0.6414 -0.5004 0.4192
13 H -0.9161 -1.9571 0.3561
14 C 3.1091 -0.4495 -0.1265
15 H -3.3872 0.2969 -1.0961
16 H 4.1589 1.3264 0.1939
17 H 4.1641 -0.9919 -0.2066
18 H 0.4811 -0.7075 1.4597
19 P -0.9418 1.5791 0.1728
20 H -1.2391 2.4758 1.2994
21 C -1.8206 -0.0313 0.2744
22 C 1.8282 -1.2256 -0.2039
23 C -0.7819 -1.0475 -0.1438

- HOMO (eV) = -6.761
- SMILES = CC1=[PH2]C2=CC=CC[C@@H]2C1
- HOMO-LUMO gap (eV) = 7.208
- electronic energy (eV) = -18827.810
- ΔE to the lowest compared entry with this formula, charge and spin (kcal/mol) = 68.8

=====

(3)
Formula: C13H30BrN2O7Sr
Source: the OMol25 dataset
Level of theory: wB97M-V/def2-TZVPD

Cartesian coordinates (Å):
1 H -2.1749 3.6361 -1.5398
2 H 3.7062 0.4245 -2.7632
3 H -3.2102 -1.1657 3.5468
4 H -3.1048 0.5152 4.1594
5 H 3.3013 -1.0632 1.6206
6 O -2.6902 0.5695 -1.0843
7 H -0.1471 0.0395 5.9813
8 H -1.1178 1.2500 5.1914
9 H 1.8239 -3.0522 -0.0128
10 C -1.5166 3.5603 -2.4052
11 H -2.2177 -2.4561 1.8489
12 C -2.6538 -0.1906 -2.0791
13 H -1.0414 -3.8864 0.4751
14 C 0.1313 2.3715 -3.5735
15 H 1.4737 -2.8201 -1.8138
16 N 1.7513 1.1414 -2.2550
17 H -2.1671 3.5074 -3.2782
18 C 1.1216 1.1172 -3.5525
19 Sr -0.2450 0.5156 -0.6223
20 H 0.1133 -3.0677 1.5940
21 O 2.0851 -0.4425 0.0732
22 H 1.5169 -0.8458 1.9939
23 H 0.8708 -4.2337 -0.9512
24 H 0.6314 3.3116 -3.8060
25 C 3.2265 0.0385 -0.6340
26 O -0.6711 2.3716 -2.4225
27 Br 0.5477 2.8097 1.0973
28 H 0.1673 0.4216 4.3439
29 C -1.6202 -1.9263 1.1070
30 C 2.8505 0.1544 -2.1445
31 C -2.5574 -0.3056 3.6961
32 H -0.5187 -1.0275 2.5861
33 H -2.7328 0.4378 1.6304
34 O -1.5427 -0.7710 4.6439
35 H 1.8736 1.1703 -4.3398
36 O 0.1102 -2.3995 -0.3654
37 C -0.5637 -2.9456 0.7485
38 C -1.9219 0.2157 2.3241
39 C 1.1307 -3.1806 -0.8440
40 H -0.5175 2.2427 -4.4398
41 H -0.9282 4.4764 -2.3533
42 H -2.1951 -1.6837 0.2133
43 O -1.6145 -0.7806 -2.3397
44 N -0.9218 -0.7339 1.7078
45 O -3.6746 -0.5414 -2.6707
46 C 2.3874 -0.4980 1.4377
47 H 2.5252 -0.8408 -2.4478
48 H 2.6179 0.4601 1.9036
49 H 4.0922 -0.6105 -0.5015
50 C -0.6539 0.2745 5.0453
51 H -1.4060 1.1621 2.4858
52 H 0.5448 0.2087 -3.7257
53 H 2.1976 2.0471 -2.2273
54 H 3.5281 1.0179 -0.2626

- total charge = -1
- HOMO (eV) = -2.371
- HOMO-LUMO gap (eV) = 4.754
- electronic energy (eV) = -102161.163

=====

(4)
Formula: C32H38BCl42N5O4
Source: the OMol25 dataset
Level of theory: wB97M-V/def2-TZVPD

Cartesian coordinates (Å):
1 C -4.8030 -1.4156 -3.3537
2 H -4.5102 0.4606 -6.2609
3 C 4.2003 -6.2591 0.8561
4 C 0.6626 4.3961 2.7335
5 Cl 2.4311 -6.2404 0.8838
6 C -3.3858 0.3131 -6.5078
7 H 5.9147 -2.4016 -1.8068
8 C -3.2903 2.8706 6.6099
9 H -1.7726 -4.5396 -1.8332
10 Cl 6.6934 -3.6905 -6.1334
11 H -5.3092 -1.0159 -4.3026
12 C -2.3135 0.4902 1.7378
13 H -3.8856 -5.6870 -1.4122
14 H -2.8437 1.3285 -6.6327
15 Cl 6.5361 -3.9138 -3.2365
16 C 0.8714 2.5408 -2.6176
17 N -3.7410 -3.7599 -2.4028
18 H -0.4566 -0.4020 2.7538
19 C -2.0739 -4.9812 5.5024
20 Cl 2.3776 -0.9718 3.5724
21 H 6.3618 5.3645 -0.7774
22 Cl 1.9038 3.2915 2.1264
23 H -0.3648 -0.4792 0.8827
24 H 2.2699 3.3666 -1.2841
25 Cl -8.0487 -7.2936 -3.4289
26 C -2.3477 -4.1610 -2.7690
27 Cl 5.9744 9.2819 1.6037
28 C -4.5716 -4.9222 -1.9581
29 H -4.3278 2.4537 0.4701
30 Cl -0.4369 -6.9735 0.0827
31 H -2.2587 -7.5812 1.4423
32 C -1.2393 0.8479 -3.4745
33 Cl 2.3166 11.0371 7.5037
34 C 5.5507 -1.8223 -0.9566
35 Cl -0.7333 3.4937 3.3369
36 H 2.2487 1.6393 -5.2636
37 C 5.8395 10.8129 2.4819
38 H 4.8611 10.8492 2.9594
39 H 4.8495 -4.3326 -4.8227
40 H -1.1302 2.1193 0.7734
41 C 0.5019 8.9821 2.1267
42 Cl 6.3259 -0.2309 -0.9930
43 Cl -2.5175 3.9780 7.7538
44 H 0.3176 9.6657 1.2991
45 H -5.6226 -1.3879 -2.5245
46 Cl 6.0702 -8.7998 2.1894
47 C 5.3531 5.5192 -1.1580
48 H -2.9127 3.6233 -0.0778
49 Cl 2.3558 0.4224 1.0163
50 Cl 2.4956 11.2999 4.6112
51 Cl -3.8312 -4.8039 5.3885
52 C -4.5100 -1.5384 -0.0616
53 Cl -1.2827 -3.3997 5.4273
54 Cl -4.0269 3.7694 5.2747
55 H 4.5379 -7.2669 1.0961
56 H -2.2286 1.0683 2.7459
57 Cl 4.3313 4.1930 -0.5841
58 H -1.5353 -1.6287 1.8954
59 C -1.1453 1.3711 -2.0072
60 O -4.6869 -3.5561 -4.6002
61 C -1.4660 -6.8378 1.5168
62 Cl -2.2108 -5.2347 1.5994
63 C -3.6128 -0.4719 -2.8203
64 Cl 4.8464 -5.1497 2.0739
65 H -2.2547 -1.9125 -6.7761
66 B -2.6374 -0.6094 -5.3868
67 Cl -0.5593 9.4341 3.4699
68 Cl 3.7937 -1.6636 -1.1057
69 O -4.3348 -2.7116 0.3510
70 H 2.8134 3.2120 -2.9085
71 N -0.0539 2.2275 -1.5605
72 C -2.2650 1.0017 -0.9196
73 C -3.2556 2.8025 0.6751
74 Cl -0.5324 -7.1633 2.9852
75 Cl -1.6289 -5.8303 6.9904
76 O -2.1344 -1.9249 -5.7860
77 H 5.8567 -9.4580 4.4377
78 O 1.6855 2.4263 -5.0501
79 N -0.3321 1.1266 -4.5662
80 Cl 0.1462 7.3370 1.5803
81 Cl 3.7564 -8.5276 3.9316
82 H -1.7340 -5.5744 4.6550
83 Cl 5.4206 5.5325 -2.9265
84 H 0.3340 5.0266 1.9107
85 C 3.3407 -0.4950 2.1664
86 H -1.7632 -3.2569 -3.2093
87 C 1.4254 11.3961 6.0175
88 C 5.6319 -3.5815 -4.7224
89 C -3.4876 0.0910 -1.3365
90 C 0.6894 1.9971 -4.0769
91 Cl -5.8307 -8.3792 -4.9699
92 H 0.6393 10.6513 5.9007
93 C 5.1995 -9.4860 3.5696
94 Cl 5.9666 12.1822 1.3681
95 H 3.6940 -1.3987 1.6707
96 C -2.4969 -0.0765 -3.8318
97 N 2.0138 3.4443 -2.2991
98 Cl -6.2143 -5.4995 -4.8034
99 Cl 1.3258 5.4357 4.0030
100 N -4.6072 -0.2701 -0.3989
101 H -7.6534 -7.1072 -5.7409
102 Cl 2.2009 9.1252 2.5998
103 Cl 5.9747 -2.6849 0.5299
104 H -2.3692 -4.9554 -3.6190
105 H -4.0768 2.3299 7.1344
106 C -1.0691 -0.5791 1.7802
107 Cl -2.1197 1.6942 5.9958
108 Cl 4.8032 -5.8387 -0.7550
109 H -3.3352 -0.0313 1.7677
110 Cl 4.8673 -1.9875 -4.6404
111 H -3.3231 -0.2038 -7.5498
112 Cl 4.7567 7.0689 -0.5458
113 Cl 4.7639 -11.1717 3.2544
114 Cl 0.6694 12.9933 6.1158
115 C -7.0212 -7.0735 -4.8546
116 H -3.1225 3.2887 1.7195
117 H -5.0489 -5.5115 -2.8272
118 H -5.3596 -4.5546 -1.1870
119 C -2.1526 1.5990 0.5797
120 C -4.3873 -2.9751 -3.4838
121 Cl 4.7492 0.4509 2.6704
122 Cl 7.0778 10.9188 3.7416

- HOMO (eV) = -8.162
- HOMO-LUMO gap (eV) = 7.319
- electronic energy (eV) = -576050.213

=====

(5)
Formula: C5H13NO
Source: the OMol25 dataset
Level of theory: wB97M-V/def2-TZVPD

Cartesian coordinates (Å):
1 H -1.6631 -0.3731 -1.1086
2 H 0.3160 0.3710 -3.2353
3 H -1.1654 0.4989 0.1740
4 C 0.4833 -0.7989 -0.8269
5 C -0.1201 1.3181 -2.8677
6 H 0.5386 0.9770 3.5973
7 H 1.0327 -0.5430 1.2569
8 C 0.8689 -1.3206 0.5586
9 H 1.2097 -0.2115 -1.2735
10 H -0.1176 -3.0797 0.4766
11 C -0.6394 1.2976 -1.6523
12 H 1.9432 -1.6284 0.3175
13 H -0.9527 -1.9745 1.2286
14 C -0.7709 0.1063 -0.8210
15 O 0.0151 1.7356 3.5126
16 H 0.7864 2.1676 3.0854
17 H 0.3100 -1.6537 -1.4338
18 N -0.0024 -2.3482 1.0539
19 H -0.0493 2.1391 -3.5816
20 H -1.2231 2.2478 -1.3262

- <S²> = 0.750
- total charge = -1
- HOMO (alpha / beta) (eV) = 1.145 / -5.892
- HOMO-LUMO gap (alpha / beta) (eV) = 2.532 / 9.422
- electronic energy (eV) = -8930.256
- ΔE to the lowest compared entry with this formula, charge and spin (kcal/mol) = 57.7
- 2S+1 = 2

=====

(6)
Formula: C3EuO
Source: the OMol25 dataset
Level of theory: wB97M-V/def2-TZVPD

Cartesian coordinates (Å):
1 C 0.1044 -1.3972 1.0258
2 O 1.3031 -1.3383 0.3511
3 C -0.2527 0.5132 -0.1999
4 Eu -1.8519 2.5434 -0.9047
5 C 0.6971 -0.3210 -0.2723

- <S²> = 15.759
- total charge = +2
- HOMO (alpha / beta) (eV) = -19.004 / -19.029
- HOMO-LUMO gap (alpha / beta) (eV) = 9.148 / 9.412
- electronic energy (eV) = -24461.090
- 2S+1 = 8